Entry from OMol25: 2 unconnected molecules or ions with the total composition CH2IN in a non-equilibrium geometry (ωB97M-V with the def2-TZVPD basis set).

Expectation value of S²: 2.005
Frontier orbital gap (spin up / spin down) (eV): 6.433 / 6.760
Multiplicity: 3
Max |F| (eV/A): 3.7
E (eV): -10654.5231
Charge: 0
Energy relative to the best compared isomer or geometry (same formula, charge and spin) (kcal/mol): 59.57

The geometry in XYZ format:
```
5
Properties=species:S:1:pos:R:3:forces:R:3:mulliken_spin:R:1
C 0.4154 -1.8146 0.4382 0.6 0.0 1.1 0.0030
N 0.1717 -1.5590 1.5322 -0.3 0.0 -0.6 -0.0004
I -0.0115 3.1884 -0.7633 3.2 1.8 0.0 1.4260
H 0.9312 -2.1323 -0.4329 -0.3 0.0 -0.5 -0.0008
H -1.5067 2.3175 -0.7743 -3.2 -1.8 0.0 0.5722
```
Positions in Å, forces in eV/Å.

***

Entry from OMol25: CH2IN2PS in the gas phase in a non-equilibrium geometry (ωB97M-V with the def2-TZVPD basis set).

Expectation value of S²: 2.014
Frontier orbital gap (spin up / spin down) (eV): 6.352 / 5.529
Multiplicity: 3
Max |F| (eV/A): 2.0
E (eV): -32268.1742
Charge: 0
Energy relative to the best compared isomer or geometry (same formula, charge and spin) (kcal/mol): 65.31

The geometry in XYZ format:
```
8
Properties=species:S:1:pos:R:3:forces:R:3:mulliken_spin:R:1
C 0.6864 -3.3565 0.0901 0.3 0.1 -0.7 0.2212
N 0.6757 -2.4654 -0.6975 -0.6 0.2 -0.6 0.3661
N 1.3942 -0.9911 -0.5668 0.5 0.2 -0.4 0.6369
P 0.3048 -0.1900 0.2357 1.4 0.8 1.3 0.0556
S 0.5909 -4.7564 0.8119 -0.1 -1.3 1.0 0.6565
I -0.1231 -0.9583 2.5132 0.3 0.1 0.4 0.0361
H -1.0269 -0.1957 0.0979 -1.5 0.1 -1.3 0.0104
H 0.7363 1.1453 0.3286 -0.3 -0.2 0.2 0.0172
```
Positions in Å, forces in eV/Å.

***

Entry from OMol25: 2 unconnected molecules or ions with the total composition CH2IN5O2 in a non-equilibrium geometry (ωB97M-V with the def2-TZVPD basis set).

Frontier orbital gap (spin up / spin down) (eV): 7.442 / 7.414
Max |F| (eV/A): 2.7
E (eV): -20707.5765
Charge: 0
Energy relative to the best compared isomer or geometry (same formula, charge and spin) (kcal/mol): 0.01

The geometry in XYZ format:
```
11
Properties=species:S:1:pos:R:3:forces:R:3:nbo_charge:R:1
C -0.6354 -1.3496 -0.2690 0.2 -1.8 -0.5 -0.1745
N -1.5785 -0.2797 -0.6834 -0.4 -2.1 1.3 -0.1333
N -0.9438 0.7350 -0.9056 -0.5 0.9 -1.1 -0.0083
N 0.6843 -0.7437 -0.5507 -1.5 0.8 -0.1 -0.4168
N 0.3949 0.5646 -0.8705 2.6 0.4 0.8 -0.0758
N 0.4299 1.8148 0.7023 -0.2 -0.8 -0.5 0.5699
O 0.3465 2.9163 0.3122 0.2 0.7 0.3 -0.2697
O 0.4835 1.3002 1.7785 0.0 0.2 -0.1 -0.3343
I 2.3464 -1.0257 0.6302 -0.3 -0.2 -0.3 0.3886
H -0.7228 -1.6541 0.8058 -0.4 0.3 -0.9 0.2250
H -0.8051 -2.2780 -0.9500 0.3 1.6 1.2 0.2293
```
Positions in Å, forces in eV/Å.

***

Entry from OMol25: 2 unconnected molecules or ions with the total composition CH2INO2S in a non-equilibrium geometry (ωB97M-V with the def2-TZVPD basis set).

Frontier orbital gap (eV): 8.250
Max |F| (eV/A): 3.2
E (eV): -25585.9005
Charge: 0
Energy relative to the best compared isomer or geometry (same formula, charge and spin) (kcal/mol): 32.37

The geometry in XYZ format:
```
8
Properties=species:S:1:pos:R:3:forces:R:3:nbo_charge:R:1
C 0.0418 -1.8484 -0.8496 -2.5 0.5 -1.9 -0.7300
N 3.3265 -0.7635 1.0836 -1.0 -2.1 1.1 0.1305
O 3.4005 -1.8959 0.8180 0.2 1.0 0.1 -0.2355
O 1.7115 0.0252 -0.4318 -1.4 0.4 -1.1 -0.9171
S 0.5425 -0.3716 -1.2685 1.0 -1.3 1.2 1.1907
I 4.6907 0.5524 0.1967 1.4 0.9 -0.7 0.0905
H -0.8546 -2.3297 -1.3260 0.9 1.1 -0.3 0.2364
H 0.2379 -2.4470 -0.0260 1.5 -0.5 1.7 0.2345
```
Positions in Å, forces in eV/Å.

***

Entry from OMol25: 2 unconnected molecules or ions with the total composition CH2INS in a non-equilibrium geometry (ωB97M-V with the def2-TZVPD basis set).

Frontier orbital gap (eV): 8.779
SMILES: C#[N+][S-].I
Max |F| (eV/A): 5.5
E (eV): -21492.9043
Charge: 0
Energy relative to the best compared isomer or geometry (same formula, charge and spin) (kcal/mol): 43.50

The geometry in XYZ format:
```
6
Properties=species:S:1:pos:R:3:forces:R:3:nbo_charge:R:1
C -1.2038 1.0216 -0.3714 1.4 -5.0 0.6 0.1003
N -0.9544 -0.1525 -0.2513 -1.8 5.1 -0.7 -0.4120
S -0.8858 -1.7056 -0.0363 0.3 -0.7 0.2 0.0676
H -1.4887 1.8451 -0.9662 0.0 0.6 -0.1 0.2459
I 2.6424 -0.1691 0.1416 -0.4 -0.5 1.1 -0.1186
H 1.8903 -0.8395 1.4835 0.6 0.5 -1.1 0.1168
```
Positions in Å, forces in eV/Å.

***

Entry from OMol25: 2 unconnected molecules or ions with the total composition CH2INS in a non-equilibrium geometry (ωB97M-V with the def2-TZVPD basis set).

Frontier orbital gap (eV): 9.177
SMILES: N#CI.S
Max |F| (eV/A): 4.8
E (eV): -21494.0294
Charge: 0
Energy relative to the best compared isomer or geometry (same formula, charge and spin) (kcal/mol): 17.55

The geometry in XYZ format:
```
6
Properties=species:S:1:pos:R:3:forces:R:3:nbo_charge:R:1
N -0.8416 0.7492 3.6998 1.2 -3.6 1.6 -0.3188
C -1.2327 1.7091 3.2759 -1.2 4.3 -2.0 0.0190
I -1.5997 3.5121 2.4179 0.0 -0.7 0.3 0.3019
S -0.1268 0.1471 -0.3971 0.9 -1.0 0.7 -0.3124
H -0.7650 1.0836 0.3245 0.3 -0.3 0.4 0.1355
H 0.6100 -0.5390 0.6204 -1.2 1.3 -1.1 0.1747
```
Positions in Å, forces in eV/Å.

***

Q: Which of these has the lowest energy relative to the best compared isomer or geometry (same formula, charge and spin)?
A: CH2IN5O2

***

Q: Which of these has the lowest E?
A: CH2IN2PS